Arrangement w

# C47H57FN9OP2SV

A structure of composition C47H57FN9OP2SV (ωB97M-V/def2-TZVPD, OMol25).

Highest occupied orbital energy (alpha / beta) ... -1.5 / -5.1 eV
Gap between HOMO and LUMO (alpha / beta) ... 0.1389 / 0.2727 Ha

Geometry as ORCA input:
```
! wB97M-V def2-TZVPD RIJCOSX def2/J DEFGRID3
* xyz -1 4
C 0.168 1.127 2.751
C 6.116 -1.301 -1.289
H -0.074 -6.367 3.205
C 0.455 -1.431 -4.334
H 3.875 4.358 -0.127
C 0.276 -4.033 0.948
H -5.812 -3.283 -2.308
C 3.381 3.017 3.763
H -2.039 0.296 0.857
H 1.208 -2.072 -3.880
H -4.836 -4.276 -1.207
C -2.775 -4.818 -2.988
S -0.773 1.879 -2.603
H -3.110 -0.102 -0.467
C -1.764 6.358 3.583
H -1.047 4.572 4.449
N -1.096 -3.826 0.493
F 1.958 -1.225 1.556
H 0.831 -3.122 0.757
N 0.014 1.145 1.397
C -2.927 -2.107 2.235
H 3.349 3.540 -4.969
H -2.327 -5.272 -3.876
C -0.637 -5.543 2.762
H -1.834 6.865 4.537
H 0.717 1.774 -5.020
C -0.176 0.652 -3.553
H 2.208 4.735 3.233
C 4.813 -1.750 -1.367
C -2.619 8.377 2.457
H -2.854 -1.309 4.222
C 3.749 4.170 -1.183
H 4.593 -2.786 -1.593
H 4.111 0.442 1.696
C 4.002 0.465 -0.871
N -0.432 -1.427 -0.620
C 3.719 1.397 2.016
H -4.291 -1.909 -0.891
H 1.850 3.997 0.914
H -2.100 -6.796 1.777
C 5.319 0.919 -0.834
H 0.760 -4.832 0.375
C -2.145 7.054 2.403
H -4.239 -3.764 -4.162
H 7.392 0.399 -0.963
H -4.381 1.242 1.122
C 2.998 2.190 1.124
C 3.915 1.816 3.324
C -2.032 -4.919 0.750
N -3.013 9.468 2.499
H -0.768 2.638 0.105
C -3.898 -2.438 -1.754
N -0.240 -0.660 -3.309
H -3.262 1.151 3.197
H 4.616 6.044 -1.746
O 2.103 -2.437 -1.782
H -0.933 -3.901 -2.265
V 1.035 -0.595 0.125
N 0.402 0.853 -4.776
N -0.715 3.081 2.223
C 3.197 2.969 -1.619
N -2.754 -1.709 0.838
H -3.870 -1.747 -2.611
H 0.608 0.282 3.255
H 6.940 -1.989 -1.433
C -2.939 -0.264 0.600
C 4.026 4.905 -3.460
C -1.943 -3.606 -2.559
C 3.465 3.715 -3.906
C 1.060 -0.353 -5.253
H -0.257 -2.056 -4.882
C -4.799 -3.627 -2.088
H -3.937 -2.523 2.370
H -2.765 -5.572 -2.200
H -1.711 -0.574 3.098
C -0.511 2.331 1.103
C 2.342 -1.417 -1.136
H 0.832 -0.538 -6.305
C -1.200 4.388 2.287
H -2.306 6.887 0.253
H 1.329 -4.580 2.735
H -2.430 -5.303 -0.191
H -0.378 -1.025 -2.319
C 6.372 0.042 -1.027
C 4.169 5.123 -2.100
P 2.575 1.600 -0.558
H -4.974 -0.417 1.254
C 2.452 3.392 1.582
H -4.828 -5.287 -3.479
H 2.627 1.825 -3.333
H -0.628 -6.548 0.849
C 3.055 2.761 -2.993
C -1.347 -6.053 1.506
H -4.624 0.086 3.532
H -0.006 -3.465 2.985
H -1.523 4.586 0.145
C 2.645 3.805 2.889
C -4.110 0.232 1.433
H 2.150 -0.294 -5.152
H 4.479 1.193 4.007
P -1.572 -2.373 -0.183
H 5.515 1.967 -0.640
C -0.285 2.300 3.282
N -2.571 -2.927 -1.436
H 3.526 3.334 4.788
H -1.391 -5.241 3.494
C -4.220 -4.402 -3.273
C 0.303 -4.359 2.438
H -1.855 -2.925 -3.420
C -1.314 5.068 3.525
C -2.030 6.369 1.163
C -2.734 -0.940 3.200
H 4.354 5.653 -4.171
H -2.206 -2.889 2.480
H -0.334 2.625 4.303
C 3.740 -0.880 -1.145
C -1.581 5.079 1.107
H -2.888 -4.560 1.332
C -3.726 0.202 2.920
*
```

Arrangement x

# C47H57FN9OP2SV

A structure of composition C47H57FN9OP2SV (ωB97M-V/def2-TZVPD, OMol25).

Highest occupied orbital energy (alpha / beta) ... -1.9 / -3.8 eV
Gap between HOMO and LUMO (alpha / beta) ... 0.1321 / 0.2013 Ha

Geometry as ORCA input:
```
! wB97M-V def2-TZVPD RIJCOSX def2/J DEFGRID3
* xyz -1 4
H 2.007 -0.403 4.986
S 1.784 -3.528 0.896
H -5.352 -3.606 4.127
N 0.877 -3.334 -1.620
N 1.003 8.050 -5.310
H -4.687 0.852 3.060
C 5.332 0.021 4.309
H -2.946 0.164 -2.445
H -4.066 -3.619 0.005
C 5.513 -2.583 0.005
C -5.426 -1.019 -2.391
H 0.382 2.890 -3.170
C -4.965 -3.668 1.987
H -2.790 2.167 2.974
H 6.275 0.169 4.821
H 4.456 2.266 1.683
C 4.118 2.717 -2.137
O 0.487 -0.807 2.507
C 0.920 3.382 0.805
H -3.842 -4.380 3.669
P 3.869 -0.420 0.465
H 8.567 -0.612 -1.278
H 1.331 -2.416 -1.672
H 0.445 4.641 -4.881
C 6.552 -0.495 -0.555
C 0.954 2.140 1.334
C 2.854 -0.408 2.985
H 4.153 -0.011 6.121
C -4.505 -3.537 3.440
H -3.056 -4.317 1.266
H -5.284 0.043 -2.171
N -3.299 -1.572 -1.258
H -2.013 1.580 -0.629
N -0.945 -1.163 -0.008
H 1.466 7.540 -1.899
N -3.048 0.309 0.740
C -4.864 -1.373 -3.770
H -4.915 1.036 0.045
C 4.366 3.825 -1.332
C -3.727 -2.237 3.647
H 6.706 -4.337 -0.273
C 7.776 -2.552 -0.814
C -2.744 -0.920 -2.449
C 1.718 -0.670 2.218
C 6.670 -3.257 -0.351
C 4.092 -0.278 2.253
H -3.953 3.457 2.713
C -2.599 -2.123 2.631
C -1.272 -4.281 -1.437
H -5.158 -0.619 -4.503
C -4.732 -1.851 -1.320
H -4.399 -1.382 3.517
C 0.982 7.231 -4.507
H -4.907 -2.913 -1.555
H 0.914 4.349 1.274
C 0.899 1.874 -0.804
C 2.924 -0.299 4.415
C -3.562 2.529 2.289
C 0.741 -3.841 -0.382
H -2.177 3.569 0.973
C -4.675 1.474 2.163
H -2.031 -1.201 2.736
H -2.864 -1.032 -4.579
C -2.240 1.495 0.445
V 0.990 -0.867 0.382
H -5.314 -2.314 -4.099
H -5.452 -4.632 1.817
H -1.720 -5.181 -1.859
P -2.439 -1.177 0.163
F 1.459 -0.949 -1.552
H 8.680 -3.079 -1.095
H -6.502 -1.207 -2.358
C 0.659 4.890 -3.851
C -3.773 -3.503 1.049
H -4.976 -0.371 1.105
C 0.957 6.204 -3.499
C -3.327 -1.521 -3.719
C -0.317 -3.582 -2.421
C 4.363 2.396 0.610
N 0.945 1.211 0.311
H -1.291 1.378 0.958
N 0.893 3.219 -0.576
C 4.123 -0.086 5.038
C 5.442 -1.190 -0.084
H 4.464 4.810 -1.776
H -3.690 3.100 0.218
H -0.760 -4.712 0.610
C 4.119 1.282 -0.185
C 3.983 1.462 -1.566
H 6.518 0.585 -0.638
N -0.383 -4.601 -0.316
H -1.870 -2.934 2.789
H 4.671 4.519 0.676
H -3.045 -2.577 -3.771
H -3.323 -2.187 4.662
H -2.055 -3.590 -1.125
N -3.144 -2.226 1.274
H 6.211 -0.017 2.347
C 4.482 3.661 0.040
C 1.228 6.522 -2.173
C -2.924 2.771 0.930
C 0.629 3.903 -2.884
H 3.748 0.602 -2.186
C 5.288 -0.086 2.917
H 4.646 -3.136 0.351
C 7.712 -1.171 -0.918
H -0.082 -4.213 -3.282
H -5.695 -2.883 1.758
C -4.459 0.575 0.938
H -5.197 -1.676 -0.348
C 0.905 4.221 -1.557
H 1.450 5.784 -0.185
H 0.922 1.400 -1.772
H 0.990 1.820 2.363
H -1.661 -1.037 -2.409
C 1.206 5.534 -1.207
H -5.657 1.952 2.092
H 4.019 2.836 -3.211
H -0.736 -2.638 -2.777
*
```

The structure with the least stability is arrangement w.

Arrangement w

# C4H6IP

An isolated molecule of C4H6IP (ωB97M-V/def2-TZVPD, OMol25).

Highest occupied orbital energy ... -8.9 eV
Structure (SMILES) ... P[C@H]1C=C1CI
Gap between HOMO and LUMO ... 0.3306 Ha

Geometry as ORCA input:
```
! wB97M-V def2-TZVPD RIJCOSX def2/J DEFGRID3
* xyz 0 1
H -1.832 -1.081 1.521
P 2.037 -0.100 -1.216
H -0.085 2.573 0.383
H -1.160 -1.462 -0.120
C -1.488 -0.715 0.616
C 0.109 1.505 0.180
I -3.244 -0.061 -0.539
C -0.258 0.316 0.474
C 1.208 0.394 0.351
H 2.038 -1.638 -0.982
H 1.868 0.492 1.268
H 0.807 -0.223 -1.935
*
```

Arrangement x

# C4H6IP

A cluster of 2 separate species, C4H6IP in total (ωB97M-V/def2-TZVPD, OMol25).

Highest occupied orbital energy (alpha / beta) ... -8.1 / -8.5 eV
Gap between HOMO and LUMO (alpha / beta) ... 0.2597 / 0.3050 Ha

Geometry as ORCA input:
```
! wB97M-V def2-TZVPD RIJCOSX def2/J DEFGRID3
* xyz 0 1
I -2.731 -0.225 -1.962
P 1.284 -2.025 0.317
C -2.297 1.229 -0.580
H -2.064 2.206 -0.945
H 1.399 -2.430 1.646
C 1.577 0.782 -0.471
H -2.601 1.067 0.437
H -0.092 -2.243 0.306
C 0.355 0.695 -0.091
H 2.410 1.116 -1.034
C 1.224 -0.227 0.687
H 1.535 0.054 1.691
*
```

The structure with the least stability is arrangement x.

Arrangement w

# C4H8FNO2

An isolated molecule of C4H8FNO2 (ωB97M-V/def2-TZVPD, OMol25).

Highest occupied orbital energy ... -9.5 eV
Structure (SMILES) ... CO/C=N\OCCF
Gap between HOMO and LUMO ... 0.3803 Ha

Geometry as ORCA input:
```
! wB97M-V def2-TZVPD RIJCOSX def2/J DEFGRID3
* xyz 0 1
H 2.448 1.660 -0.531
F -0.990 -3.038 -1.565
H 0.808 -1.462 -1.670
H -0.904 -0.920 -1.786
C -0.624 1.991 1.128
H -1.311 -1.870 0.473
N 1.212 0.108 -0.053
H -0.882 2.838 1.819
H -0.393 0.954 1.546
O -0.033 -0.214 0.363
O 0.537 2.376 0.343
C 1.472 1.332 0.026
H 0.527 -2.309 0.628
C -0.149 -1.567 0.211
H -1.490 1.863 0.414
C -0.226 -1.745 -1.347
*
```

Arrangement x

# C4H8FNO2

An isolated molecule of C4H8FNO2 (ωB97M-V/def2-TZVPD, OMol25).

Highest occupied orbital energy ... -8.8 eV
Structure (SMILES) ... C[C@@]1(N)O[C@@]1(O)CF
Gap between HOMO and LUMO ... 0.3573 Ha

Geometry as ORCA input:
```
! wB97M-V def2-TZVPD RIJCOSX def2/J DEFGRID3
* xyz 0 1
C -0.304 0.239 -0.745
C 0.788 0.022 1.615
H -1.339 0.063 -2.389
N -1.227 -1.301 0.957
H 1.618 -0.145 -1.789
H 1.468 0.541 0.992
C -0.420 -0.199 0.710
H 1.249 -0.903 1.942
H 0.467 0.661 2.512
O -1.072 0.990 0.161
H -1.239 -1.736 1.859
H -2.122 -1.424 0.488
F 0.559 1.484 -2.486
C 0.987 0.804 -1.430
O -1.056 -0.519 -1.633
H 1.644 1.423 -0.763
*
```

The structure with the least stability is arrangement w.

Arrangement w

# C4H13N2

The ion C4H13N2 with charge +2 (ωB97M-V/def2-TZVPD, OMol25).

Highest occupied orbital energy (alpha / beta) ... -20.8 / -20.8 eV
Gap between HOMO and LUMO (alpha / beta) ... 0.4758 / 0.2561 Ha

Geometry as ORCA input:
```
! wB97M-V def2-TZVPD RIJCOSX def2/J DEFGRID3
* xyz 2 2
H -2.307 0.354 0.028
H 2.739 1.665 1.435
H -0.110 -0.643 0.926
C -1.143 -0.891 -1.433
N -0.315 0.332 0.724
C 0.954 1.155 0.369
H -1.167 1.117 -1.069
H -0.786 0.794 1.504
H -2.167 -1.174 -1.726
C -1.323 0.291 -0.423
H -1.130 -2.805 -0.609
H -0.548 -0.576 -2.285
H 1.410 1.236 2.514
H 0.648 2.155 0.084
H 0.201 -2.487 -1.625
C 1.892 0.992 1.572
N -0.466 -2.098 -0.948
H 1.300 0.586 -0.492
H 2.319 -0.002 1.455
*
```

Arrangement x

# C4H13N2

The ion C4H13N2 with charge +2 (ωB97M-V/def2-TZVPD, OMol25).

Highest occupied orbital energy (alpha / beta) ... -21.3 / -21.6 eV
Gap between HOMO and LUMO (alpha / beta) ... 0.5071 / 0.3266 Ha

Geometry as ORCA input:
```
! wB97M-V def2-TZVPD RIJCOSX def2/J DEFGRID3
* xyz 2 2
H 2.072 -1.916 0.323
H -1.686 1.570 -1.783
H 0.040 0.668 1.503
H -1.307 -0.652 -1.144
H -0.346 -2.095 0.562
H 2.099 -0.247 0.122
C -0.931 1.861 -1.028
H -0.518 2.829 -1.271
C 1.598 -1.015 0.694
H 1.845 -1.001 1.755
H -1.506 1.750 -0.114
H 0.328 -1.194 -1.626
N 0.099 0.876 -1.131
H -0.237 -0.574 2.507
H -1.510 -0.019 1.522
N -0.506 -0.194 1.594
H 0.626 0.988 -2.007
C 0.074 -1.093 0.485
C -0.234 -0.541 -0.962
*
```

The structure with the least stability is arrangement w.

Arrangement w

# CHIS2

A structure of composition CHIS2 (ωB97M-V/def2-TZVPD, OMol25).

Highest occupied orbital energy (alpha / beta) ... -9.1 / -9.1 eV
Gap between HOMO and LUMO (alpha / beta) ... 0.2685 / 0.2684 Ha

Geometry as ORCA input:
```
! wB97M-V def2-TZVPD RIJCOSX def2/J DEFGRID3
* xyz 0 1
I -2.359 -1.022 0.031
S 0.720 1.188 -1.025
S 0.665 1.119 1.076
C 0.287 -0.145 -0.036
H 0.686 -1.140 -0.046
*
```

Arrangement x

# CHIS2

An isolated molecule of CHIS2 (ωB97M-V/def2-TZVPD, OMol25).

Highest occupied orbital energy ... -8.7 eV
Structure (SMILES) ... S=C(S)I
Gap between HOMO and LUMO ... 0.2740 Ha

Geometry as ORCA input:
```
! wB97M-V def2-TZVPD RIJCOSX def2/J DEFGRID3
* xyz 0 1
I 2.758 -0.784 0.086
C 1.756 1.030 -0.051
S 2.723 2.688 0.155
S 0.080 1.157 -0.241
H -0.234 -0.149 -0.076
*
```

The structure with the least stability is arrangement w.

Arrangement w

# CH2FNO2

A structure of composition CH2FNO2 (ωB97M-V/def2-TZVPD, OMol25).

Highest occupied orbital energy (alpha / beta) ... -11.0 / -11.0 eV
Gap between HOMO and LUMO (alpha / beta) ... 0.3743 / 0.3744 Ha

Geometry as ORCA input:
```
! wB97M-V def2-TZVPD RIJCOSX def2/J DEFGRID3
* xyz 0 1
H -0.603 0.728 1.118
H -1.621 -1.035 -0.744
O -0.895 -1.345 -0.183
C 0.359 0.792 0.680
O 1.359 1.453 0.739
N 0.224 -0.012 -0.399
F 1.176 -0.580 -1.212
*
```

Arrangement x

# CH2FNO2

A cluster of 2 separate species, CH2FNO2 in total (ωB97M-V/def2-TZVPD, OMol25).

Highest occupied orbital energy (alpha / beta) ... -10.0 / -10.4 eV
Gap between HOMO and LUMO (alpha / beta) ... 0.3321 / 0.3500 Ha

Geometry as ORCA input:
```
! wB97M-V def2-TZVPD RIJCOSX def2/J DEFGRID3
* xyz 0 1
F 2.634 3.612 -0.616
H -0.093 0.999 0.429
O 1.688 2.677 -0.715
N 1.474 0.061 -0.324
O 2.286 0.870 -0.602
C 0.333 0.062 0.189
H -0.182 -0.895 0.397
*
```

The structure with the least stability is arrangement x.

Arrangement w

# C19H16N8O2S

An isolated molecule of C19H16N8O2S (ωB97M-V/def2-TZVPD, OMol25).

Highest occupied orbital energy ... -8.8 eV
Structure (SMILES) ... Cn1cc(C(=O)Oc2ccc(Cc3nnc4sc(-c5cnn(C)c5)nn34)cc2)cn1
Gap between HOMO and LUMO ... 0.3220 Ha

Geometry as ORCA input:
```
! wB97M-V def2-TZVPD RIJCOSX def2/J DEFGRID3
* xyz 0 1
H 3.072 -2.204 -0.190
C -2.032 2.739 3.203
H -4.633 -4.023 -6.920
C 1.415 -0.491 4.368
C -0.296 1.075 4.110
N 1.351 0.158 3.190
O 0.871 -1.962 -4.370
H 1.598 -3.153 -1.950
H -4.026 3.958 6.636
C 0.142 -1.560 -1.813
C -0.679 -3.448 -6.316
O -0.728 -2.119 -2.735
H -2.174 1.656 6.290
C -2.307 2.093 5.302
H -4.565 -4.423 -5.179
N -3.296 2.968 4.916
C 1.318 -2.242 -1.463
C -1.049 -2.984 -4.980
N -2.736 -3.888 -5.988
C 2.819 0.143 1.077
H 2.921 1.238 1.035
C 2.185 -1.667 -0.494
C -0.132 -0.302 -1.250
H -2.940 -3.062 -3.974
C 2.425 -0.324 2.465
H 3.811 -0.236 0.821
H -0.978 0.263 -1.582
C 1.910 -0.423 0.047
C -4.045 -4.519 -6.113
N 2.414 -1.353 4.458
H -4.938 2.559 6.089
S 0.223 0.022 5.470
C -0.230 -2.333 -3.989
C -1.493 1.878 4.215
N -1.731 -4.008 -6.884
C -2.327 -3.307 -4.828
H 0.311 -3.371 -6.766
C -4.422 3.412 5.761
N 3.031 -1.229 3.221
H -5.098 4.091 5.265
H 0.491 1.161 0.219
H -3.913 -5.559 -6.381
N 0.375 1.076 2.960
H -1.589 2.883 2.216
N -3.135 3.313 3.620
C 0.737 0.246 -0.293
*
```

Arrangement x

# C19H16N8O2S

An isolated molecule of C19H16N8O2S (ωB97M-V/def2-TZVPD, OMol25).

Highest occupied orbital energy ... -7.1 eV
Gap between HOMO and LUMO ... 0.2616 Ha

Geometry as ORCA input:
```
! wB97M-V def2-TZVPD RIJCOSX def2/J DEFGRID3
* xyz 0 1
N -1.703 0.803 4.893
H -4.599 3.587 -5.605
N 3.861 2.069 7.294
C -0.537 -2.473 -4.685
C -0.846 -0.823 -0.054
C -1.806 -0.367 -4.534
N -2.872 0.961 5.160
H 0.883 -1.286 -1.163
C -3.185 0.761 -6.474
O 2.697 0.406 4.241
C -1.446 -0.245 -3.125
H -1.556 -0.038 2.553
C 1.664 0.083 3.385
O -2.019 -0.556 -0.121
C -4.021 1.829 -6.707
C -1.343 -1.514 -5.273
C 3.779 1.252 6.097
H -1.792 0.427 -2.355
C 0.226 0.226 3.526
N 4.420 1.173 9.509
C 2.505 1.093 5.429
H -0.227 -3.318 -5.363
C -2.653 0.731 -5.187
C -0.577 -0.119 2.415
N -0.424 0.752 4.653
H 4.408 1.777 5.393
H 1.919 2.051 5.080
N 0.825 -3.118 -2.902
C -0.169 -2.294 -3.344
H 1.801 0.556 6.013
H -1.531 -1.739 -6.329
C 0.047 -0.386 1.107
H 3.402 -0.286 2.273
H 1.968 -0.665 0.133
H 0.902 -3.926 -3.467
H -2.899 0.073 -7.256
C 2.267 -0.256 2.154
H 1.018 -3.117 -1.865
H 4.189 0.257 6.261
S -2.910 2.245 -4.312
N 4.208 1.525 8.447
C 1.425 -0.499 1.061
C -4.034 2.655 -5.573
C -0.576 -1.183 -2.557
H -4.608 1.964 -7.581
N -0.079 -1.046 -1.248
*
```

The structure with the least stability is arrangement x.

Arrangement w

# CH4F2P2

An isolated molecule of CH4F2P2 (ωB97M-V/def2-TZVPD, OMol25).

Highest occupied orbital energy ... -10.0 eV
Structure (SMILES) ... FC(F)(P)P
Gap between HOMO and LUMO ... 0.4044 Ha

Geometry as ORCA input:
```
! wB97M-V def2-TZVPD RIJCOSX def2/J DEFGRID3
* xyz 0 1
P 0.589 0.140 -1.604
H -2.204 0.036 0.659
C 0.392 -0.065 0.222
F 0.833 -1.242 0.721
H -0.356 -0.865 -1.758
H -1.210 1.621 1.379
F 1.344 0.881 0.570
P -1.056 0.281 1.476
H 1.670 -0.787 -1.665
*
```

Arrangement x

# CH4F2P2

A cluster of 2 separate species, CH4F2P2 in total (ωB97M-V/def2-TZVPD, OMol25).

Highest occupied orbital energy (alpha / beta) ... -8.5 / -8.4 eV
Gap between HOMO and LUMO (alpha / beta) ... 0.2582 / 0.2916 Ha

Geometry as ORCA input:
```
! wB97M-V def2-TZVPD RIJCOSX def2/J DEFGRID3
* xyz 0 1
F 2.598 0.942 -0.090
P 0.290 -0.134 0.234
C 2.192 -0.249 0.399
F 2.821 -1.189 -0.278
H -2.633 -0.688 -1.458
H -2.931 1.050 -0.655
H 0.329 1.259 0.415
P -2.602 -0.248 -0.129
H -0.064 -0.742 1.561
*
```

The structure with the least stability is arrangement x.